20
Properties=species:S:1:pos:R:3:nbo_charge:R:1 method="wB97M-V/def2-TZVPD" homo_energy_ev="-7.59 / -8.23" homo_lumo_gap_ev="6.481 / 7.726" lumo_ev="-1.106 / -0.503" total_charge=0 de_lowest_ev=7.277 total_energy_ha=-763.1391
C -0.68 2.61 0.09 -0.46
C -2.12 -1.77 -0.75 -0.85
C 1.17 0.75 -0.44 -0.37
C 1.81 -0.29 0.10 -0.09
C -0.02 1.47 0.01 0.05
C 3.12 -0.84 -0.55 -0.65
N -1.86 -0.81 1.83 -1.03
O -3.06 0.56 0.21 -0.96
S -1.90 -0.33 0.16 1.60
H -1.77 2.57 0.08 0.26
H -0.21 3.55 -0.02 0.22
H -2.52 -1.26 -1.65 0.20
H -1.20 -2.23 -1.17 0.22
H 1.49 0.72 -1.47 0.23
H 1.65 -0.88 1.03 0.20
H 3.85 -0.77 0.31 0.23
H 3.48 -0.14 -1.30 0.21
H 2.91 -1.83 -1.01 0.23
H -2.79 -0.96 2.13 0.39
H -1.34 -0.11 2.40 0.39